Arrangement a

Density functional theory data (wB97M-V/def2-TZVPD) for a 2-piece molecular cluster, C5H8BrN2 overall.

Properties
- net charge = +1
- M (g/mol) = 176.04
- LUMO level (alpha / beta) (eV) = -5.549 / -5.546
- orbital gap (alpha / beta) (eV) = 7.79 / 7.80

Positions of all 16 atoms, in Å:
1 C -0.65371 -1.71688 0.06491
2 C -1.83598 -1.34895 -0.61206
3 C 0.16123 -0.58128 0.09869
4 C -0.33272 1.82266 -0.25693
5 C 2.62709 -0.32605 1.14366
6 N -1.72662 -0.04150 -0.96390
7 N -0.57116 0.38844 -0.49882
8 Br 3.68313 0.08478 -0.29386
9 H -0.36434 -2.68217 0.48365
10 H -2.60684 -2.05469 -0.79116
11 H 0.62815 2.05634 0.00559
12 H -0.40981 2.49378 -1.03219
13 H -0.94979 2.25066 0.47576
14 H 2.57324 -1.41986 1.29005
15 H 2.35421 0.56548 1.85216
16 H -2.57610 0.50923 -0.96555


Arrangement b

Density functional theory data (wB97M-V/def2-TZVPD) for C5H8BrN2 as an isolated structure.

Properties
- net charge = +1
- M (g/mol) = 176.04
- LUMO level (eV) = -3.745
- orbital gap (eV) = 9.42

Positions of all 16 atoms, in Å:
1 C -0.63937 -1.14444 -1.27324
2 C -0.62898 -2.10863 -0.34521
3 C -0.13847 -0.76989 1.48464
4 C -0.23591 0.29536 -1.05230
5 C 0.63245 0.45348 0.15982
6 N -0.42329 -1.85015 1.01542
7 N 0.49257 1.89167 0.60884
8 Br 2.53937 -0.01114 -0.09368
9 H -0.96934 -1.26785 -2.20276
10 H -0.89532 -3.17424 -0.34879
11 H -0.27835 -0.46099 2.52590
12 H 0.36288 0.56198 -1.85450
13 H -1.28646 0.71347 -0.88805
14 H -0.35504 2.17392 1.06775
15 H 0.69152 2.60604 -0.12301
16 H 1.13174 2.09140 1.31919


arrangement b wins, 38.1 kcal/mol ahead of the next structure.


Arrangement a

Density functional theory data (wB97M-V/def2-TZVPD) for a 2-piece molecular cluster, C4H13N3O overall.

Properties
- net charge = 0
- M (g/mol) = 119.17
- structure (SMILES) = NC(N)=CO.CNC
- LUMO level (eV) = 0.876
- orbital gap (eV) = 8.33

Positions of all 21 atoms, in Å:
1 N -2.06434 0.25495 0.22104
2 C -0.85424 0.93042 -0.09123
3 N -0.46116 1.87323 0.89932
4 C -0.54453 1.16914 -1.40298
5 O 0.56410 1.93677 -1.75599
6 H -2.53976 -0.07320 -0.61018
7 H -2.70696 0.82018 0.76236
8 H -0.72670 1.56207 1.82468
9 H 0.53520 2.05195 0.85826
10 H -1.15810 0.88014 -2.24286
11 H 0.47634 2.82214 -1.38368
12 C 1.98488 -0.73866 0.06736
13 N 0.83087 -1.09439 0.85753
14 C -0.03155 -2.24170 0.30919
15 H 2.53190 -1.63846 -0.21609
16 H 1.67609 -0.28851 -0.88421
17 H 2.64347 -0.05167 0.59893
18 H 0.53063 -0.53535 1.64489
19 H -0.39961 -2.75263 1.19794
20 H 0.56180 -2.92704 -0.29224
21 H -0.84834 -1.95939 -0.36204


Arrangement b

Density functional theory data (wB97M-V/def2-TZVPD) for a 2-piece molecular cluster, C4H13N3O overall.

Properties
- net charge = 0
- M (g/mol) = 119.17
- structure (SMILES) = C[C@@H](N)[C@H](N)O.C=N
- LUMO level (eV) = 0.886
- orbital gap (eV) = 9.55

Positions of all 21 atoms, in Å:
1 C -0.62805 1.29204 -1.23325
2 C -0.32248 0.63621 0.09792
3 N -0.76006 1.42855 1.19692
4 C -0.67376 -0.81447 0.25718
5 N -1.16388 -1.42768 -0.94812
6 O -1.45080 -1.07737 1.41896
7 H -0.26562 0.67688 -2.05140
8 H -1.70522 1.42338 -1.35404
9 H -0.17180 2.28163 -1.28374
10 H 0.99178 0.52541 0.09494
11 H -0.44894 2.38938 1.13896
12 H -0.50095 1.02719 2.08998
13 H 0.36481 -1.34170 0.47641
14 H -1.19154 -2.43404 -0.83940
15 H -2.09788 -1.10358 -1.17980
16 H -2.17049 -0.43137 1.44853
17 C 2.38850 -0.17251 0.24112
18 N 2.08244 -1.44025 0.43593
19 H 2.77758 0.35270 1.11381
20 H 2.84981 0.18162 -0.68750
21 H 2.09658 -1.97205 -0.43340


Arrangement c

Density functional theory data (wB97M-V/def2-TZVPD) for a 2-piece molecular cluster, C4H13N3O overall.

Properties
- net charge = 0
- M (g/mol) = 119.17
- structure (SMILES) = [H]/N=C(\N)NCCC.O
- LUMO level (eV) = 0.746
- orbital gap (eV) = 9.76

Positions of all 21 atoms, in Å:
1 H 2.50263 2.36903 -2.03522
2 N 1.78232 1.66495 -2.16152
3 C 1.29612 1.20853 -1.07887
4 N 1.68146 1.63700 0.19066
5 N 0.07345 0.54241 -1.09930
6 C -0.14066 -0.77693 -0.49696
7 C -1.30703 -0.79909 0.51454
8 C -2.65374 -0.90170 -0.22754
9 H 1.10685 1.71859 0.99817
10 H 2.52928 2.18372 0.15437
11 H -0.24426 0.48849 -2.04451
12 H -0.26293 -1.50169 -1.30571
13 H 0.74752 -1.08006 0.07888
14 H -1.18855 0.10313 1.12288
15 H -1.13618 -1.65042 1.16794
16 H -3.40184 -0.73106 0.55641
17 H -2.74179 -0.20754 -1.05759
18 H -2.96263 -1.90625 -0.53331
19 O 1.80804 -0.68073 2.50938
20 H 1.27394 -0.45623 1.71861
21 H 1.23800 -1.22415 3.02869


arrangement c wins, 41.1 kcal/mol ahead of the next structure.


Arrangement a

Density functional theory data (wB97M-V/def2-TZVPD) for an isolated molecule of C4H13N3O.

Properties
- net charge = 0
- M (g/mol) = 119.17
- structure (SMILES) = NCNC[C@@H](N)CO
- LUMO level (eV) = 0.715
- orbital gap (eV) = 9.24

Positions of all 21 atoms, in Å:
1 N -1.23559 2.39232 -1.94699
2 C -0.72957 1.91213 -0.70077
3 N 0.43664 0.96816 -0.94522
4 C 1.13758 0.43440 0.14099
5 C 0.71605 -0.97639 0.58408
6 N 1.41478 -1.23776 1.85699
7 C -0.78304 -1.25307 0.46184
8 O -0.97681 -2.68758 0.77152
9 H -1.98953 1.81146 -2.24998
10 H -0.48367 2.60294 -2.58184
11 H -1.49097 1.38824 -0.14838
12 H -0.26767 2.67741 -0.06402
13 H 0.17399 0.22423 -1.66193
14 H 2.26591 0.22496 -0.06781
15 H 1.45627 1.15523 0.89307
16 H 1.37310 -1.71567 -0.00793
17 H 1.31237 -2.20729 2.12241
18 H 1.04923 -0.72141 2.66178
19 H -1.15175 -0.95373 1.48833
20 H -1.29941 -0.98015 -0.46761
21 H -0.92791 -3.05844 -0.13854


Arrangement b

Density functional theory data (wB97M-V/def2-TZVPD) for a 2-piece molecular cluster, C4H13N3O overall.

Properties
- net charge = 0
- M (g/mol) = 119.17
- structure (SMILES) = [H]/N=C\NCCCN.O
- LUMO level (eV) = 0.542
- orbital gap (eV) = 9.81

Positions of all 21 atoms, in Å:
1 H -1.24800 -0.25401 -2.16374
2 N -1.75711 0.49690 -1.71618
3 C -1.71786 0.80312 -0.49197
4 N -1.51843 -0.05849 0.57739
5 C -0.75199 -1.32333 0.37457
6 C 0.74953 -1.10003 0.45049
7 C 1.39095 -0.11123 -0.55107
8 N 2.05544 -0.74845 -1.71333
9 H -2.07938 1.80159 -0.23146
10 H -1.25232 0.41781 1.41589
11 H -1.22789 -1.66807 -0.54938
12 H -1.13148 -1.99675 1.13924
13 H 1.02275 -0.58461 1.37962
14 H 1.36366 -2.00631 0.43468
15 H 0.63358 0.57107 -0.95692
16 H 2.09120 0.61703 -0.14074
17 H 3.03438 -0.86362 -1.49944
18 H 1.62869 -1.65810 -1.81542
19 O 0.78060 1.82805 2.54568
20 H 1.20019 2.17405 1.73993
21 H -0.06821 1.84387 2.07089


arrangement b wins, 14.8 kcal/mol ahead of the next structure.


Arrangement a

Density functional theory data (wB97M-V/def2-TZVPD) for an isolated molecule of C4H13N3O.

Properties
- net charge = 0
- M (g/mol) = 119.17
- structure (SMILES) = C[C@H](CNN)N(C)O
- LUMO level (eV) = 0.796
- orbital gap (eV) = 8.98

Positions of all 21 atoms, in Å:
1 C -1.27327 0.62080 0.92665
2 C -0.26385 -0.02291 0.00644
3 C 0.68978 -0.95867 0.58170
4 N -0.18365 -2.41622 0.72972
5 N -0.34051 -3.18138 -0.43280
6 N 1.05667 1.10628 -0.43505
7 C 0.57538 2.08128 -1.38371
8 O 1.55592 1.77587 0.70247
9 H -2.11895 -0.04546 1.09697
10 H -1.65648 1.54338 0.48219
11 H -0.83893 0.87147 1.89362
12 H -0.68823 -0.34229 -0.94746
13 H 1.50885 -1.25049 -0.07003
14 H 0.99889 -0.71819 1.59464
15 H -1.11485 -2.23707 1.10022
16 H 0.55875 -3.57099 -0.69413
17 H -0.72735 -2.67008 -1.22814
18 H -0.24639 2.70612 -0.98822
19 H 1.39501 2.74476 -1.67612
20 H 0.23177 1.55764 -2.27539
21 H 0.88146 2.40616 1.01644


Arrangement b

Density functional theory data (wB97M-V/def2-TZVPD) for an isolated molecule of C4H13N3O.

Properties
- net charge = 0
- M (g/mol) = 119.17
- structure (SMILES) = NCN[C@@H](CN)CO
- LUMO level (eV) = 0.897
- orbital gap (eV) = 9.72

Positions of all 21 atoms, in Å:
1 N 0.07926 -3.28455 0.90054
2 C -0.70573 -2.16287 0.47146
3 N 0.08605 -1.10003 -0.25374
4 C -0.18060 0.27997 0.17888
5 C 1.04804 1.00569 0.71060
6 N 1.67813 2.12227 -0.08080
7 C -0.79196 0.94029 -1.07149
8 O -1.42628 2.22364 -0.86336
9 H 0.77964 -3.52690 0.21753
10 H 0.42003 -3.29533 1.84258
11 H -1.17518 -1.65268 1.32209
12 H -1.50467 -2.44853 -0.19456
13 H 1.06694 -1.32902 -0.21052
14 H -0.91120 0.25840 0.98296
15 H 1.82151 0.26427 0.85321
16 H 0.92171 1.50733 1.67095
17 H 2.55701 1.80621 -0.46218
18 H 1.04928 2.48736 -0.77877
19 H 0.02335 1.00621 -1.79403
20 H -1.61293 0.41735 -1.56315
21 H -0.90093 2.74276 -0.27526


arrangement b wins, 69.7 kcal/mol ahead of the next structure.